No. 1
Here is a molecular structure, C24H26N6OPt in a non-equilibrium geometry from OMol25. Energies are from ωB97M-V/def2-TZVPD.

```
58
C24H26N6OPt ωB97M-V/def2-TZVPD
Pt -3.583 -0.101 1.894
N -4.622 -0.299 3.677
C -4.055 0.409 4.869
C -4.455 1.884 4.857
C -3.405 2.859 4.331
C -3.015 2.780 2.841
N -3.960 2.046 1.942
H -5.589 0.002 3.568
H -4.662 -1.301 3.866
H -2.972 0.279 4.861
H -4.427 -0.068 5.776
H -4.678 2.181 5.881
H -5.405 2.009 4.326
H -2.497 2.759 4.925
H -3.772 3.866 4.532
H -2.027 2.338 2.707
H -2.941 3.799 2.459
H -3.804 2.352 0.986
H -4.928 2.272 2.158
C 7.672 -0.991 -6.125
O 7.337 -1.224 -4.713
C 6.207 -1.058 -4.184
C 6.138 -1.327 -2.757
C 4.968 -1.220 -2.114
C 3.763 -0.818 -2.829
C 3.852 -0.524 -4.254
C 5.015 -0.638 -4.912
C 2.585 -0.742 -2.122
N 2.476 -1.056 -0.795
C 1.225 -0.875 -0.468
C 0.461 -0.418 -1.609
N 1.324 -0.349 -2.613
C -0.949 -0.162 -1.530
C -1.786 0.132 -2.619
C -3.136 0.291 -2.406
C -3.622 0.204 -1.106
N -2.831 -0.050 -0.059
C -1.518 -0.277 -0.249
C -0.759 -0.745 0.914
N -1.443 -0.886 2.060
C -0.829 -1.424 3.112
C 0.501 -1.843 3.078
C 1.227 -1.657 1.922
C 0.587 -1.093 0.815
H 8.754 -1.028 -6.165
H 7.300 -0.020 -6.445
H 7.249 -1.797 -6.723
H 7.053 -1.608 -2.251
H 4.894 -1.426 -1.056
H 2.976 -0.214 -4.808
H 5.072 -0.433 -5.972
H 1.120 -0.040 -3.554
H -1.389 0.208 -3.624
H -3.818 0.480 -3.223
H -4.677 0.341 -0.902
H -1.409 -1.528 4.020
H 0.939 -2.309 3.950
H 2.270 -1.940 1.859
```

Output
HOMO (alpha / beta) (eV): -19.80 / -19.81
Orbital gap (alpha / beta) (eV): 5.3 / 5.3
Charge: +4
Largest force on an atom (eV/A): 1.25

For reference, the Mulliken charges in units of e are: atom 1 (Pt): 0.825, atom 2 (N): -0.500, atom 3 (C): -0.302, atom 4 (C): -0.866, atom 5 (C): -0.651, atom 6 (C): -0.573, atom 7 (N): -0.588, atom 8 (H): 0.360, atom 9 (H): 0.422, atom 10 (H): 0.190, atom 11 (H): 0.456, atom 12 (H): 0.373, atom 13 (H): 0.361, atom 14 (H): 0.346, atom 15 (H): 0.402, atom 16 (H): 0.285, atom 17 (H): 0.446, atom 18 (H): 0.387, atom 19 (H): 0.268, atom 20 (C): -0.762, atom 21 (O): -0.290, atom 22 (C): 0.958, atom 23 (C): -0.684, atom 24 (C): -0.492, atom 25 (C): 0.919, atom 26 (C): -0.748, atom 27 (C): -0.493, atom 28 (C): 0.053, atom 29 (N): -0.592, atom 30 (C): 0.600, atom 31 (C): 0.420, atom 32 (N): -0.014, atom 33 (C): 0.339, atom 34 (C): -0.425, atom 35 (C): -0.985, atom 36 (C): -0.064, atom 37 (N): -0.672, atom 38 (C): 0.569, atom 39 (C): 0.307, atom 40 (N): -0.817, atom 41 (C): -0.203, atom 42 (C): -0.879, atom 43 (C): -0.419, atom 44 (C): 0.486, atom 45 (H): 0.279, atom 46 (H): 0.366, atom 47 (H): 0.398, atom 48 (H): 0.514, atom 49 (H): 0.558, atom 50 (H): 0.326, atom 51 (H): 0.495, atom 52 (H): 0.250, atom 53 (H): 0.471, atom 54 (H): 0.491, atom 55 (H): 0.500, atom 56 (H): 0.510, atom 57 (H): 0.492, atom 58 (H): 0.595

***

No. 2
Here is a molecular structure, C24H26N7W in a non-equilibrium geometry from OMol25. Energies are from ωB97M-V/def2-TZVPD.

```
58
C24H26N7W ωB97M-V/def2-TZVPD
W -0.100 -0.646 -0.093
C -2.786 1.792 -0.932
C -2.995 0.272 -0.867
C -3.009 -0.251 0.583
N -1.653 -0.131 1.133
C -1.424 0.425 2.351
C -2.424 0.659 3.321
C -2.344 1.361 4.502
C -1.268 2.073 5.056
C 0.051 2.055 4.653
C 0.612 1.339 3.584
C -0.008 0.634 2.576
N 0.778 -0.043 1.595
C 1.145 -1.390 2.101
C 2.450 -1.925 1.497
C 2.234 -2.428 0.062
N 1.660 -1.333 -0.731
C 2.368 -0.646 -1.674
C 3.743 -0.808 -1.901
C 4.571 -0.216 -2.840
C 4.228 0.564 -3.941
C 2.959 0.982 -4.306
C 1.778 0.921 -3.572
C 1.521 0.335 -2.334
N 0.343 0.569 -1.627
C -0.462 1.735 -2.046
C -1.322 2.250 -0.872
H -3.347 2.274 -0.126
H -3.212 2.173 -1.863
H -2.216 -0.249 -1.480
H -3.962 0.033 -1.316
H -3.333 -1.304 0.620
H -3.740 0.346 1.137
H -3.383 0.195 3.120
H -3.262 1.390 5.079
H -1.489 2.662 5.939
H 0.751 2.623 5.254
H 1.694 1.380 3.518
H 0.288 -2.127 1.895
H 1.253 -1.347 3.195
H 2.832 -2.738 2.119
H 3.189 -1.116 1.506
H 1.506 -3.263 0.060
H 3.168 -2.823 -0.351
H 4.262 -1.457 -1.207
H 5.625 -0.443 -2.735
H 5.040 0.851 -4.597
H 2.880 1.478 -5.265
H 0.938 1.413 -4.045
H -1.105 1.476 -2.902
H 0.211 2.542 -2.359
H -1.338 3.343 -0.914
H -0.808 1.983 0.086
N -1.035 -2.275 -0.631
C -1.798 -3.015 -1.230
N -2.570 -3.785 -1.720
C -3.447 -4.075 -2.635
N -4.238 -4.291 -3.431
```

Output
HOMO (alpha / beta) (eV): -17.60 / -17.60
Orbital gap (alpha / beta) (eV): 5.5 / 5.5
Charge: +3
Largest force on an atom (eV/A): 2.05

For reference, the Mulliken charges in units of e are: atom 1 (W): -0.086, atom 2 (C): -0.952, atom 3 (C): -0.029, atom 4 (C): -1.099, atom 5 (N): 0.009, atom 6 (C): 1.009, atom 7 (C): -0.590, atom 8 (C): -0.614, atom 9 (C): -0.454, atom 10 (C): -0.607, atom 11 (C): 0.010, atom 12 (C): -0.029, atom 13 (N): -0.148, atom 14 (C): -0.548, atom 15 (C): -0.574, atom 16 (C): -0.934, atom 17 (N): -0.034, atom 18 (C): 1.356, atom 19 (C): -0.635, atom 20 (C): -0.890, atom 21 (C): -0.451, atom 22 (C): -0.667, atom 23 (C): -0.308, atom 24 (C): 0.793, atom 25 (N): -0.124, atom 26 (C): -1.021, atom 27 (C): -0.650, atom 28 (H): 0.372, atom 29 (H): 0.389, atom 30 (H): 0.051, atom 31 (H): 0.489, atom 32 (H): 0.154, atom 33 (H): 0.693, atom 34 (H): 0.568, atom 35 (H): 0.414, atom 36 (H): 0.419, atom 37 (H): 0.417, atom 38 (H): 0.520, atom 39 (H): 0.371, atom 40 (H): 0.613, atom 41 (H): 0.511, atom 42 (H): 0.239, atom 43 (H): 0.235, atom 44 (H): 0.541, atom 45 (H): 0.269, atom 46 (H): 0.400, atom 47 (H): 0.410, atom 48 (H): 0.424, atom 49 (H): 0.554, atom 50 (H): 0.451, atom 51 (H): 0.817, atom 52 (H): 0.406, atom 53 (H): 0.325, atom 54 (N): -0.359, atom 55 (C): 0.774, atom 56 (N): -0.307, atom 57 (C): 0.358, atom 58 (N): -0.254

***

No. 3
Here is a single C24H26N8O3 molecule in a non-equilibrium geometry from OMol25. Energies are from ωB97M-V/def2-TZVPD.

```
61
C24H26N8O3 ωB97M-V/def2-TZVPD
C 4.474 -4.180 2.212
O 3.424 -3.321 1.827
C 2.404 -3.018 2.670
C 1.494 -2.102 2.148
C 0.383 -1.684 2.868
C -0.566 -0.755 2.293
N -0.395 -0.287 1.122
N -1.278 0.560 0.603
C -1.117 1.085 -0.639
N -2.077 1.914 -1.047
C -1.891 2.413 -2.269
N -2.772 3.265 -2.832
C -3.970 3.791 -2.365
C -4.498 3.488 -1.113
C -5.698 4.051 -0.718
C -6.384 4.916 -1.552
C -5.861 5.220 -2.798
C -4.664 4.664 -3.204
N -0.840 2.132 -3.049
C 0.045 1.298 -2.533
N 1.140 0.987 -3.300
N 1.287 1.532 -4.524
C 2.409 1.061 -5.009
C 2.909 1.443 -6.354
C 3.019 0.181 -4.079
C 2.188 0.149 -2.993
C 2.317 -0.600 -1.723
N -0.041 0.739 -1.331
C 0.203 -2.159 4.165
C 1.104 -3.056 4.710
O 0.861 -3.502 5.994
C 1.867 -3.198 6.943
C 2.194 -3.532 3.961
O 3.048 -4.481 4.504
C 2.449 -5.744 4.740
H 4.942 -3.857 3.144
H 5.198 -4.122 1.399
H 4.137 -5.214 2.317
H 1.655 -1.727 1.152
H -1.431 -0.478 2.909
H -2.111 0.850 1.121
H -2.484 3.551 -3.760
H -3.960 2.815 -0.469
H -6.100 3.810 0.255
H -7.320 5.351 -1.236
H -6.387 5.894 -3.458
H -4.257 4.902 -4.177
H 3.011 0.560 -6.984
H 3.887 1.916 -6.273
H 2.212 2.136 -6.816
H 3.942 -0.349 -4.205
H 1.464 -1.260 -1.579
H 2.335 0.082 -0.875
H 3.233 -1.185 -1.740
H -0.632 -1.839 4.769
H 2.838 -3.611 6.663
H 1.962 -2.114 7.068
H 1.535 -3.643 7.880
H 3.221 -6.356 5.203
H 2.130 -6.204 3.799
H 1.587 -5.669 5.408
```

Output
HOMO (eV): -8.17
Orbital gap (eV): 8.5
Charge: 0
Largest force on an atom (eV/A): 1.51

For reference, the Mulliken charges in units of e are: atom 1 (C): -0.754, atom 2 (O): -0.428, atom 3 (C): 0.119, atom 4 (C): -0.805, atom 5 (C): 0.536, atom 6 (C): -0.304, atom 7 (N): -0.209, atom 8 (N): -0.250, atom 9 (C): 0.125, atom 10 (N): -0.342, atom 11 (C): 0.232, atom 12 (N): -0.051, atom 13 (C): 0.325, atom 14 (C): -0.136, atom 15 (C): -0.662, atom 16 (C): -0.493, atom 17 (C): -0.591, atom 18 (C): -0.469, atom 19 (N): -0.535, atom 20 (C): 0.753, atom 21 (N): 0.828, atom 22 (N): -1.549, atom 23 (C): 0.536, atom 24 (C): -1.180, atom 25 (C): -1.344, atom 26 (C): 1.428, atom 27 (C): -1.347, atom 28 (N): -0.207, atom 29 (C): -0.705, atom 30 (C): 0.418, atom 31 (O): -0.513, atom 32 (C): -0.729, atom 33 (C): 0.635, atom 34 (O): -0.535, atom 35 (C): -0.836, atom 36 (H): 0.304, atom 37 (H): 0.275, atom 38 (H): 0.249, atom 39 (H): 0.729, atom 40 (H): 0.312, atom 41 (H): 0.366, atom 42 (H): 0.268, atom 43 (H): 0.580, atom 44 (H): 0.363, atom 45 (H): 0.378, atom 46 (H): 0.370, atom 47 (H): 0.340, atom 48 (H): 0.274, atom 49 (H): 0.274, atom 50 (H): 0.344, atom 51 (H): 0.405, atom 52 (H): 0.327, atom 53 (H): 0.323, atom 54 (H): 0.343, atom 55 (H): 0.399, atom 56 (H): 0.276, atom 57 (H): 0.328, atom 58 (H): 0.255, atom 59 (H): 0.257, atom 60 (H): 0.347, atom 61 (H): 0.355

***

Q: Look up the largest force on an atom of the second one.
A: 2.05 eV/A

***

Q: Among the records above, which one has the highest largest force on an atom?
A: C24H26N7W

***

Q: Number 2 is which compound?
A: C24H26N7W